1.
ORCA calculation (ωB97M-V/def2-TZVPD) on the molecule C7H10S.

- HOMO level (eV) = -8.636
- ΔE to the lowest compared entry with this formula, charge and spin (kcal per mole) = 23.7
- SMILES = C=C1C=CC[C@]1(C)S
- energy (hartree) = -670.86572
- molar mass (g/mol) = 126.22
- charge = 0
- HOMO-LUMO gap (eV) = 9.424

Geometry as XYZ:
```
18
Properties=species:S:1:pos:R:3:forces:R:3:mulliken_charge:R:1
C 0.47469 2.14822 -0.30038 -0.20 -0.94 -0.14 -1.00
C 0.51529 0.80895 -0.28557 0.48 -0.06 -0.45 0.41
C 1.64087 -0.03772 -0.73294 -0.07 -0.14 0.43 -0.61
C 1.44735 -1.32562 -0.42980 0.56 -0.31 -0.52 -0.31
C 0.15109 -1.59953 0.27741 0.10 1.91 -0.69 -0.88
C -0.54119 -0.17141 0.11820 -2.30 -1.30 0.41 0.96
C -1.32380 0.19792 1.38119 0.75 0.73 0.67 -1.61
S -1.99223 -0.26426 -1.18753 1.36 0.13 0.57 -0.23
H 1.38155 2.67882 -0.52973 0.07 0.27 -0.23 0.29
H -0.44537 2.70280 -0.17411 0.07 0.02 0.35 0.25
H 2.49094 0.32693 -1.29216 0.03 0.13 0.09 0.40
H 2.13589 -2.09585 -0.79297 -0.27 0.14 0.41 0.38
H 0.22697 -1.88703 1.32087 0.33 0.20 0.31 0.31
H -0.42534 -2.37235 -0.17960 -0.43 -0.48 -0.54 0.32
H -2.16544 -0.48076 1.59819 0.49 0.11 -0.09 0.41
H -0.61499 0.26382 2.26292 -0.84 -0.24 -0.88 0.36
H -1.73056 1.20158 1.22494 -0.10 -0.12 0.24 0.39
H -1.22573 -0.09453 -2.27893 -0.05 -0.07 0.07 0.15
```
Positions in Å, forces in eV/Å.

2.
ORCA calculation (ωB97M-V/def2-TZVPD) on a structure of composition C21H23ClIN4OSr.

- HOMO level (eV) = -10.019
- ΔE to the lowest compared entry with this formula, charge and spin (kcal per mole) = 17.4
- energy (hartree) = -1896.73931
- molar mass (g/mol) = 597.42
- charge = +1
- HOMO-LUMO gap (eV) = 7.245

Geometry as XYZ:
```
52
Properties=species:S:1:pos:R:3:forces:R:3:mulliken_charge:R:1
Sr -0.56558 -0.07476 0.70262 -0.92 -1.52 -0.01 1.85
Cl 6.18469 2.93440 -0.75041 0.00 0.01 0.00 -0.22
C 4.79982 2.11312 -0.10065 -0.12 0.16 -0.10 0.04
C 4.97527 0.97164 0.68064 -0.05 -0.09 0.08 -0.53
C 3.88664 0.30128 1.18680 0.15 0.16 -0.14 -0.55
C 2.56596 0.71861 0.91163 -0.22 0.05 0.12 0.43
O 1.56090 0.00923 1.31762 0.87 0.37 0.26 -0.94
C 2.40462 1.93617 0.18148 -0.30 0.27 -0.14 0.53
C 1.14832 2.64536 -0.02236 0.46 -0.02 0.06 -0.40
N -0.02443 2.28541 0.35686 -0.62 0.54 0.00 -0.31
C -1.11904 3.19026 0.20796 0.21 -0.38 -0.12 -0.56
C -0.99018 4.53440 0.42147 -0.13 0.16 -0.02 -0.15
C -2.08569 5.41399 0.25865 0.19 -0.08 0.03 -0.84
C -3.30038 4.93770 -0.12284 -0.03 -0.13 -0.03 -0.95
C -3.48341 3.54509 -0.32449 -0.10 0.19 -0.02 1.22
C -4.72552 3.00356 -0.72746 -0.02 0.10 0.02 -0.53
C -4.86724 1.65937 -0.87926 0.13 -0.18 0.02 -0.89
C -3.75695 0.83986 -0.59911 -0.21 -0.03 0.03 -0.16
N -2.58477 1.29815 -0.23937 0.35 0.46 -0.07 -0.27
C -2.41346 2.65533 -0.12558 0.33 -0.05 0.07 0.41
C 3.53574 2.59840 -0.32517 0.31 -0.09 0.05 -0.93
H 5.97694 0.62701 0.89449 0.05 -0.02 0.01 0.42
H 4.02461 -0.55715 1.82801 -0.02 -0.10 0.00 0.51
H 1.25466 3.60755 -0.53466 0.06 -0.03 0.00 0.55
H -0.03591 4.93251 0.73862 0.02 0.01 0.02 0.60
H -1.93991 6.46895 0.44028 -0.02 0.04 0.00 0.41
H -4.14107 5.60224 -0.26131 -0.05 0.03 -0.02 0.40
H -5.55623 3.67200 -0.91008 -0.03 0.04 0.00 0.43
H -5.79789 1.21141 -1.19071 -0.06 -0.01 0.00 0.41
H -3.85219 -0.23878 -0.65483 -0.03 -0.05 -0.04 0.45
H 3.41124 3.51362 -0.88718 -0.01 0.06 -0.04 0.39
N 0.83757 -5.08721 -0.10678 -0.27 0.00 -0.24 0.28
C 0.34067 -4.64427 -1.45126 0.19 0.00 0.06 -0.64
C -0.14417 -3.19545 -1.31794 -0.17 -0.27 -0.23 -0.37
N 0.83528 -2.28131 -0.74229 -0.16 0.17 -0.15 -0.08
C 1.40944 -2.80618 0.48816 0.16 -0.07 0.34 0.05
C 1.95058 -4.21572 0.37062 0.00 -0.17 -0.19 -0.88
H 1.11550 -6.06829 -0.10298 -0.10 0.05 -0.08 0.39
H 0.01279 -4.96810 0.53658 0.20 -0.17 0.26 -0.35
H -0.46916 -5.31669 -1.73123 -0.02 0.08 -0.06 0.37
H 1.16628 -4.75660 -2.15672 -0.05 0.06 0.00 0.36
H -1.03560 -3.19067 -0.68237 0.11 0.05 -0.03 0.01
H -0.44137 -2.83812 -2.30451 0.01 -0.02 0.02 0.49
H 1.55752 -2.04826 -1.41634 0.02 -0.02 0.06 0.30
H 0.62527 -2.81788 1.25166 0.03 0.09 -0.01 0.17
H 2.18890 -2.14518 0.84417 0.07 0.15 0.01 0.04
H 2.29283 -4.60646 1.32758 0.00 0.09 0.02 0.37
H 2.74979 -4.30437 -0.36941 0.04 0.06 0.10 0.39
I -1.72664 -4.31247 2.02366 -0.04 -0.06 0.19 -0.14
C -2.13364 -2.26171 1.34612 -0.02 -0.14 -0.05 -1.48
H -2.78590 -1.96106 2.17284 -0.05 0.07 0.05 0.57
H -2.83552 -2.52992 0.54876 -0.16 0.16 -0.08 0.35
```
Positions in Å, forces in eV/Å.